No. 1
Below is 3 unconnected molecules or ions with the total composition C4H12NO2 in a non-equilibrium geometry, with properties calculated with the ωB97M-V functional and the def2-TZVPD basis.

Results
Orbital gap in eV: 8.79
Energy above the lowest of the compared OMol25 structures with the same formula, charge and spin in kcal/mol: 63.9
HOMO level in eV: -13.65
Charge: +1
E_tot in Ha: -364.5335

```
19
Properties=species:S:1:pos:R:3:lowdin_charge:R:1
H 0.536 -1.230 2.045 0.12
C -0.089 0.115 -0.086 -0.32
H 4.359 0.470 -1.930 0.05
H -3.578 -1.260 0.002 0.09
C 1.374 -0.209 -0.177 -0.04
H -4.195 0.139 -0.218 0.10
H 1.786 0.105 -1.127 0.07
O 3.902 1.037 -1.300 -0.06
H 1.951 0.124 0.694 0.10
H 4.465 1.813 -1.205 0.05
H 1.510 -1.290 -0.186 0.09
H -2.017 -0.313 0.843 0.13
O -3.410 -0.316 0.097 -0.02
H -1.117 -1.674 2.559 0.12
C -0.653 1.163 -0.731 0.16
H -1.714 1.028 -0.911 0.07
C -0.498 -1.345 1.722 0.15
H 0.016 1.901 -1.146 0.10
N -0.959 -0.542 0.831 0.05
```


No. 2
Below is 11 unconnected molecules or ions with the total composition C45H62F4O7 in a non-equilibrium geometry, with properties calculated with the ωB97M-V functional and the def2-TZVPD basis.

Results
Orbital gap in eV: 8.93
Energy above the lowest of the compared OMol25 structures with the same formula, charge and spin in kcal/mol: 76.5
HOMO level in eV: -8.76
SMILES string: Fc1ccccc1.Fc1ccccc1.Fc1ccccc1.Fc1ccccc1.CC(C)=O.CC(C)=O.CC(C)=O.CC(C)=O.CC(C)=O.CC(C)=O.CC(C)=O
Charge: 0
E_tot in Ha: -2677.8864

```
118
Properties=species:S:1:pos:R:3:lowdin_charge:R:1
H 0.083 1.949 -0.328 0.09
H -0.607 -1.372 6.473 0.10
C -4.867 -3.354 -0.096 -0.49
C 0.780 -0.010 5.418 -0.05
O 3.496 0.098 -0.067 0.00
H 5.447 -1.522 -1.029 0.09
O -3.844 3.974 -5.791 0.04
H -4.423 -4.178 1.866 0.09
H 3.589 3.184 0.992 0.10
H -0.874 3.970 -5.346 0.07
H 3.605 6.971 4.173 0.10
H 5.390 4.900 0.840 0.10
C -3.325 2.566 -3.878 -0.02
H 2.389 -1.904 3.475 0.06
H 0.701 -3.056 -0.076 0.06
O 4.200 -4.418 4.146 0.04
C 3.623 6.101 3.533 -0.08
H -0.615 -1.669 -2.816 0.09
C 2.451 -0.151 -2.276 0.00
H -4.543 0.693 -1.553 0.07
C 1.340 -4.973 0.646 -0.53
H 4.116 -2.565 1.442 0.05
C -0.982 -2.262 -3.640 -0.01
H -2.543 -1.329 -0.926 0.09
C 2.652 5.109 3.653 -0.01
C -1.725 -0.893 -0.373 -0.09
H 3.637 3.621 -2.141 0.09
C -0.424 0.397 7.529 -0.11
H 1.576 -3.421 3.149 0.06
O -5.204 1.004 1.663 0.04
C 0.177 0.423 1.199 0.01
C 3.745 -3.444 3.559 -0.44
H -3.067 -2.023 -6.268 0.10
C -0.791 -4.171 -5.020 -0.02
H 5.374 -3.699 2.257 0.09
C -0.366 -0.803 1.632 -0.26
C -1.907 -1.695 -4.533 -0.08
C 4.551 -2.990 2.347 -0.02
H -5.762 -0.129 -0.398 0.07
H 2.059 -2.945 4.878 0.09
F 1.861 3.103 6.880 0.08
C 4.679 6.027 2.556 -0.08
H 1.799 5.285 4.291 0.11
C 1.609 -3.655 -0.013 0.00
C -0.103 -0.417 6.471 -0.09
C -0.061 -5.176 1.155 -0.01
H -0.407 -5.141 -5.298 0.11
F 0.388 -4.153 -2.958 0.03
H -0.310 -6.236 1.208 0.09
C 0.256 1.574 7.756 -0.01
C -2.989 3.612 -4.963 -0.42
H -3.057 2.417 0.275 0.07
C -1.297 -1.451 0.843 -0.02
C 2.291 -2.935 3.813 0.00
C -0.411 -3.493 -3.879 -0.24
H 0.581 1.944 -4.732 0.08
H -4.499 3.264 -0.431 0.08
C -1.684 4.384 -4.745 -0.02
C 3.732 3.968 1.722 -0.02
C -4.918 -3.328 1.396 -0.02
C 2.970 3.832 -2.977 -0.02
H -2.691 2.703 -3.001 0.05
F 1.812 3.030 2.831 0.05
H -6.971 -2.705 -0.403 0.09
H -1.287 4.216 -3.743 0.07
H -1.796 -2.360 1.143 0.10
C -6.198 -3.364 -0.798 -0.02
H -6.539 -4.397 -0.869 0.09
O 2.193 -5.766 0.897 0.09
C 1.478 1.169 5.648 -0.02
C -4.103 2.692 0.408 -0.02
H 1.727 3.272 -5.427 0.08
C -5.317 0.785 -0.792 -0.01
H -6.164 1.388 -1.118 0.09
H 2.359 1.459 5.096 0.11
H -2.009 -4.252 -6.748 0.10
H -5.939 -3.281 1.775 0.08
O 1.070 2.733 -2.425 0.07
H 2.153 -1.055 -2.808 0.08
C 1.191 1.982 6.771 -0.29
H 0.218 2.161 8.662 0.11
H -0.863 -4.575 0.726 0.07
C 1.778 3.053 -3.310 -0.55
C 4.659 4.988 1.630 -0.11
H -1.707 0.841 -1.561 0.09
C -1.794 -3.672 -5.863 -0.07
C -4.931 1.432 0.533 -0.47
H 5.029 -2.079 2.706 0.08
C 1.532 2.476 -4.709 -0.01
H -1.769 5.438 -5.010 0.09
H -4.331 2.534 -3.460 0.08
H 2.785 0.560 -3.032 0.06
H -4.224 3.237 1.344 0.09
H 1.627 0.306 -1.729 0.06
H -1.076 0.000 8.293 0.10
O -3.754 -3.434 -0.611 0.04
H -5.861 -3.130 -1.808 0.08
H 4.709 -1.659 -2.552 0.08
H 2.313 1.732 -4.870 0.08
H -4.395 -2.442 1.755 0.08
H -2.279 -0.687 -4.426 0.09
H -0.008 -5.082 2.240 0.08
H -3.025 1.610 -4.309 0.07
C -2.298 -2.407 -5.615 -0.11
H 2.374 -3.225 0.634 0.06
C 3.593 -0.343 -1.263 -0.42
H 2.570 4.752 -2.552 0.10
H 5.544 6.674 2.534 0.09
H 3.655 4.147 -3.765 0.08
H 5.464 -0.184 -2.216 0.09
H 1.088 -0.670 4.620 0.05
H 1.868 -3.855 -1.052 0.08
C -1.200 0.312 -0.767 -0.12
C -0.259 0.985 0.020 -0.09
F 0.009 -1.374 2.775 0.06
H 0.871 0.862 1.901 0.10
C 4.851 -0.948 -1.739 -0.03
C 2.729 4.007 2.725 -0.24
```


No. 3
Below is a single C5H10O molecule in a non-equilibrium geometry, with properties calculated with the ωB97M-V functional and the def2-TZVPD basis.

Results
Orbital gap in eV: 10.56
Energy above the lowest of the compared OMol25 structures with the same formula, charge and spin in kcal/mol: 44.7
HOMO level in eV: -9.52
SMILES string: C[C@H]1C[C@H]1CO
Charge: 0
E_tot in Ha: -271.6813

```
16
Properties=species:S:1:pos:R:3:lowdin_charge:R:1
H 1.137 1.485 0.785 0.07
C 0.127 -0.394 -1.015 -0.28
H 1.824 -1.763 -1.010 0.08
H -1.369 1.699 1.880 0.13
H -0.956 -1.582 0.476 0.11
C -1.122 -0.973 -0.413 -0.12
H -0.425 0.259 1.978 0.11
H -1.961 -1.282 -1.018 0.10
O 0.341 1.974 0.999 -0.09
C -0.687 1.057 1.254 -0.21
H 2.265 -0.069 -0.760 0.07
C 1.501 -0.826 -0.535 -0.08
C -0.882 0.481 -0.206 -0.21
H 0.096 -0.264 -2.109 0.13
H -1.388 1.198 -0.852 0.13
H 1.499 -1.000 0.546 0.08
```


No. 4
Below is 6 unconnected molecules or ions with the total composition C38H83ClFNO8 in a non-equilibrium geometry, with properties calculated with the ωB97M-V functional and the def2-TZVPD basis.

Results
Orbital gap in eV: 10.52
HOMO level in eV: -10.07
SMILES string: CCCCCCCCCCCCCCCCCCCC[C@@]1(N)OC(=O)O[C@@]1(CCF)CCCCl.CCO.CCO.CCO.CCO.CCO
Charge: 0
E_tot in Ha: -2714.2391

```
132
Properties=species:S:1:pos:R:3:lowdin_charge:R:1
C 5.648 -3.420 2.707 -0.09
H -6.798 1.951 3.337 0.08
H 10.468 -4.319 6.223 0.07
H -3.812 0.209 -2.544 0.04
C 1.590 2.947 1.842 -0.20
H 3.557 -1.669 -0.355 0.09
C -2.146 3.706 -2.797 -0.17
H 5.010 -3.194 -0.515 0.10
C 0.096 -2.201 5.061 -0.09
C 6.168 -1.947 0.762 -0.20
O 8.598 -3.770 4.340 -0.09
C -3.360 1.917 -1.411 -0.17
C -4.646 2.223 3.357 -0.31
H -3.981 -2.998 -4.216 0.10
C -2.101 -1.802 -8.809 -0.09
C 0.317 -1.761 3.625 -0.33
H -4.588 2.554 4.391 0.11
O 0.883 -2.815 2.848 -0.09
H 1.321 2.311 2.645 0.10
O -6.461 -0.967 0.803 0.32
H 4.424 -0.602 -2.926 0.10
O -5.067 -2.235 -0.152 0.15
C -3.898 -1.948 -0.970 -0.30
C -1.600 4.265 -1.506 -0.21
H -2.693 -3.264 -3.157 0.11
N -2.246 -0.376 -0.149 0.17
H -0.623 -1.453 3.164 0.10
H -1.227 5.215 -1.762 0.11
C 3.300 -1.336 -1.328 -0.20
H -5.920 1.044 2.096 0.05
H -3.938 -4.705 0.052 0.12
C 2.197 2.049 0.826 -0.21
H -2.677 6.467 3.027 0.07
H 0.285 4.489 2.180 0.10
H -2.348 4.359 -0.762 0.10
H 0.692 0.563 -1.082 0.09
H 6.146 -0.896 0.683 0.09
C 9.006 -2.941 5.427 -0.32
H 6.677 -3.237 -0.777 0.09
C -2.878 2.374 -2.744 -0.18
H -3.860 5.232 3.420 0.05
H 0.518 0.880 1.196 0.09
C 10.412 -3.281 5.889 -0.10
C -0.418 3.534 -0.956 -0.20
H 10.723 -2.636 6.711 0.07
C -5.888 1.387 3.127 -0.08
H -0.655 2.564 -0.614 0.07
H -2.338 -0.716 -3.340 0.05
F -2.179 -5.080 -0.672 -0.03
H -2.221 -0.914 -9.428 0.08
H -4.652 3.111 2.711 0.09
H 8.625 -4.682 4.642 0.08
H -0.329 -1.393 5.660 0.08
H -2.308 1.594 -3.191 0.10
H -5.677 6.654 2.424 0.11
H -3.735 2.483 -3.347 0.11
O -0.769 -0.562 -7.193 -0.09
H 1.258 4.568 -0.235 0.10
C -3.330 -4.328 -0.714 -0.19
H -1.730 0.347 -0.607 0.07
C -4.005 0.545 -1.572 -0.08
H 3.201 1.889 1.110 0.10
H 6.094 -4.213 2.164 0.07
H -0.580 -3.057 5.099 0.07
H -2.732 -2.806 0.517 0.13
H -0.269 5.263 0.189 0.09
H 0.277 3.384 -1.738 0.10
H -2.119 -2.684 -9.451 0.07
C -4.624 6.821 2.171 -0.31
H 4.827 -3.800 3.252 0.06
H 1.079 -0.930 -0.392 0.10
H -2.150 -0.337 0.846 0.10
H -4.996 -1.399 -2.722 0.10
H -3.524 1.177 2.163 0.04
H -0.681 -2.616 -7.396 0.11
H -2.724 4.435 -3.283 0.10
H 2.321 3.593 2.231 0.10
H 11.118 -3.167 5.068 0.07
H 8.295 -3.059 6.252 0.11
H 4.224 -2.562 1.438 0.08
H 2.241 2.448 -0.154 0.10
H -5.047 0.677 -1.534 0.14
C 5.875 -2.586 -0.582 -0.19
C -2.917 -2.931 -0.503 -0.10
H -2.958 -1.846 -8.134 0.06
H -1.932 -1.684 -4.652 0.05
H 0.262 -3.556 2.874 0.08
H -2.026 -2.799 -1.036 0.12
H -2.613 1.947 -0.670 0.08
C 2.763 0.053 -1.196 -0.19
C 1.431 0.063 -0.511 -0.20
O -4.443 -0.333 0.559 0.11
C 4.415 -1.461 -2.315 -0.19
H 5.089 -1.457 2.455 0.09
H 6.148 -0.643 -1.399 0.09
H 6.424 -1.911 -2.466 0.10
C -4.403 -2.198 -2.361 -0.12
H 3.486 0.611 -0.661 0.10
H 2.640 0.482 -2.149 0.11
C -3.595 -0.453 -0.565 -0.43
H -0.511 3.102 1.636 0.10
C -2.730 -1.398 -4.039 -0.51
H -4.482 5.233 1.051 0.06
C 0.282 4.375 0.122 -0.16
H -5.042 -3.023 -2.275 0.12
C -3.428 -2.553 -3.440 -0.25
H 1.038 -2.512 5.511 0.08
C 1.496 0.711 0.818 -0.21
C 0.346 3.705 1.474 -0.19
H 8.958 -1.913 5.076 0.11
C 5.171 -2.303 1.834 -0.26
H 6.324 -3.063 3.419 0.04
H 1.974 0.107 1.539 0.10
O -3.472 1.461 3.082 -0.09
C 5.777 -1.575 -1.699 -0.20
H 7.124 -2.216 1.103 0.10
Cl -3.902 -0.536 -5.104 0.63
H -4.474 7.887 2.018 0.11
H -5.872 0.501 3.760 0.08
H -1.315 3.554 -3.428 0.10
C -5.479 -1.169 0.434 -0.74
H 0.048 -1.661 -8.696 0.11
H 1.007 -0.920 3.585 0.10
H -1.516 -0.627 -6.595 0.02
H -3.768 -4.521 -1.653 0.11
H 2.497 -1.936 -1.666 0.11
O -4.339 6.176 0.929 -0.09
H -3.938 6.807 4.225 0.08
C -3.724 6.306 3.280 -0.08
C -0.804 -1.724 -8.023 -0.32
H 4.237 -2.287 -2.933 0.10
H -4.129 2.564 -1.096 0.11
```